No. 1
C22H21B2EuF4N8O5S6SbSe | ωB97M-V/def2-TZVPD

The highest occupied orbital energy (alpha / beta) comes out at -0.02913 / -0.07536 Eh. The charge is -2. For the maximum force, the calculation gives 1.529 eV/Å. Its spin multiplicity is 8. Its expectation value of S² is 15.762.

```
71
Properties=species:S:1:pos:R:3:lowdin_spin:R:1
Eu 0.282 0.037 0.310 6.891
C -0.189 2.770 -3.688 0.003
C -0.343 1.968 -2.433 0.020
N 0.572 1.809 -1.551 0.008
O 1.775 2.427 -1.773 0.002
B 2.103 3.462 -0.716 0.000
F 1.146 4.490 -0.801 0.000
F 3.377 3.914 -1.031 0.000
O 2.168 2.945 0.677 0.002
N 0.996 2.346 1.079 -0.001
C 0.395 2.811 2.102 0.008
C 0.886 3.950 2.932 0.001
C -0.884 2.115 2.431 0.013
N -1.280 1.314 1.518 -0.010
O -2.428 0.588 1.733 0.001
B -3.310 0.615 0.517 0.000
F -3.553 1.949 0.142 0.000
F -4.473 -0.056 0.827 0.000
O -2.701 -0.121 -0.656 0.002
N -1.552 0.480 -1.134 -0.002
C -1.634 1.317 -2.095 0.026
C -2.893 1.701 -2.803 0.004
C -1.622 2.359 3.702 0.002
H 0.773 3.274 -3.664 0.000
H -0.987 3.509 -3.776 0.001
H -0.232 2.114 -4.563 0.001
H 1.717 4.424 2.415 0.000
H 1.240 3.572 3.895 0.000
H 0.092 4.678 3.102 0.000
H -3.706 1.065 -2.463 0.000
H -2.772 1.611 -3.885 0.001
H -3.143 2.736 -2.559 0.002
H -0.967 2.755 4.474 0.000
H -2.055 1.423 4.048 0.000
H -2.442 3.060 3.515 0.001
Se 3.827 -4.071 -5.877 -0.001
N 2.223 -4.225 -5.134 0.000
C 2.155 -3.333 -4.177 0.000
C 0.985 -3.117 -3.353 0.001
C -0.186 -3.856 -3.515 0.004
C -1.272 -3.559 -2.726 0.002
C -1.163 -2.522 -1.804 0.003
N -0.049 -1.834 -1.610 0.001
C 1.023 -2.118 -2.366 0.004
C 2.252 -1.355 -2.115 0.007
N 2.266 -0.503 -1.074 -0.004
C 3.339 0.251 -0.879 0.007
C 4.474 0.187 -1.686 0.001
C 4.502 -0.726 -2.711 0.007
C 3.377 -1.521 -2.940 0.000
C 3.334 -2.516 -3.990 0.000
N 4.331 -2.756 -4.805 -0.001
H -0.216 -4.638 -4.264 0.000
H -2.203 -4.102 -2.815 0.000
H -2.016 -2.231 -1.203 0.000
H 3.308 0.942 -0.044 0.001
H 5.305 0.851 -1.495 0.000
H 5.366 -0.852 -3.349 0.000
S 1.543 -0.134 2.789 -0.008
Sb 0.503 -1.874 4.019 0.001
S 0.712 -2.976 0.940 -0.006
S -1.054 -2.268 1.605 0.002
S -0.889 -0.822 5.477 -0.001
C -2.078 -4.379 5.360 0.000
O -1.923 -3.952 4.005 0.000
C -2.570 -4.577 3.049 0.000
S -3.478 -5.937 3.194 0.000
S -2.447 -3.840 1.470 0.004
H -1.602 -3.602 5.952 0.000
H -1.598 -5.347 5.507 0.000
H -3.135 -4.463 5.608 0.000
```



No. 2
C15H15NO4S | ωB97M-V/def2-TZVPD

The highest occupied orbital energy comes out at -0.33557 Eh. For the maximum force, the calculation gives 0.695 eV/Å. The SMILES is O=C(COC(=O)c1ccc(CO)cc1)NCc1cccs1. Its relative energy (zero: lowest compared OMol25 entry of this formula, charge and spin) is 0.0 kcal per mole.

```
36
Properties=species:S:1:pos:R:3:mulliken_charge:R:1
O -0.280 4.539 -0.926 -0.667
C -0.457 3.350 -0.792 0.511
N 0.354 2.398 -1.289 -0.013
H 0.170 1.434 -1.053 0.156
C 1.642 2.693 -1.883 -1.027
C 2.755 2.256 -0.988 0.559
C 3.672 3.017 -0.336 -0.609
C 4.557 2.256 0.464 -0.422
C 4.292 0.928 0.418 -0.472
S 2.961 0.571 -0.611 -0.130
H 4.793 0.126 0.922 0.432
H 5.351 2.685 1.048 0.390
H 3.717 4.087 -0.425 0.414
H 1.684 3.775 -2.029 0.456
H 1.708 2.191 -2.855 0.307
C -1.682 2.797 -0.058 -0.356
H -2.564 2.895 -0.703 0.314
H -1.841 3.390 0.847 0.324
O -1.506 1.437 0.306 -0.308
C -2.418 0.542 -0.128 0.682
O -3.396 0.846 -0.764 -0.629
C -2.057 -0.840 0.258 0.174
C -0.842 -1.145 0.869 -0.405
C -0.542 -2.454 1.189 -1.012
C -1.446 -3.476 0.914 0.667
C -2.659 -3.167 0.310 -0.427
C -2.963 -1.861 -0.020 -0.658
H -3.900 -1.609 -0.492 0.468
H -3.365 -3.959 0.109 0.492
C -1.112 -4.901 1.278 -0.520
O -1.835 -5.866 0.557 -0.526
H -1.656 -5.754 -0.383 0.320
H -1.371 -5.072 2.329 0.261
H -0.029 -5.063 1.169 0.339
H 0.403 -2.690 1.656 0.382
H -0.138 -0.358 1.090 0.531
```



No. 3
C3H6IMgO3 | ωB97M-V/def2-TZVPD

The highest occupied orbital energy comes out at -0.47543 Eh. The charge is +1. For the maximum force, the calculation gives 2.046 eV/Å. Its relative energy (zero: lowest compared OMol25 entry of this formula, charge and spin) is 1.3 kcal per mole.

```
14
Properties=species:S:1:pos:R:3:mulliken_charge:R:1
Mg 16.822 -13.988 7.449 0.979
I 17.729 -15.358 5.334 -0.316
C 12.663 -13.362 6.685 -0.664
O 13.330 -12.570 5.720 -0.282
C 14.604 -12.435 5.758 0.968
O 15.318 -12.942 6.634 -0.415
O 15.019 -11.695 4.790 -0.279
C 16.406 -11.340 4.737 -0.495
H 12.997 -14.400 6.645 0.303
H 11.592 -13.339 6.523 0.239
H 12.832 -13.011 7.705 0.293
H 17.035 -12.225 4.815 0.146
H 16.633 -10.609 5.513 0.305
H 16.612 -10.905 3.765 0.219
```



No. 4
C6H12N | ωB97M-V/def2-TZVPD

The highest occupied orbital energy comes out at -0.52616 Eh. The charge is +1. For the maximum force, the calculation gives 5.179 eV/Å. The SMILES is CC1=C[C@H](C)[NH2+]C1. Its relative energy (zero: lowest compared OMol25 entry of this formula, charge and spin) is 32.9 kcal per mole.

```
19
Properties=species:S:1:pos:R:3:mulliken_charge:R:1
C -0.154 1.024 0.308 -0.675
C -1.152 0.258 0.116 0.580
C -0.686 -1.236 0.196 -0.585
C 1.072 0.209 0.566 0.392
C -2.622 0.438 -0.071 -1.312
C 2.358 0.646 -0.034 -1.488
N 0.696 -1.107 -0.194 -0.237
H -0.296 2.095 0.230 0.452
H -0.792 -1.538 1.244 0.302
H -1.119 -2.094 -0.413 0.371
H 1.164 -0.011 1.609 0.312
H -2.963 0.102 0.940 0.314
H -2.977 -0.170 -0.962 0.294
H -3.027 1.439 -0.083 0.371
H 2.225 1.237 -1.062 0.323
H 2.977 -0.144 -0.192 0.448
H 2.885 1.378 0.588 0.420
H 1.189 -2.014 -0.220 0.330
H 0.765 -0.685 -1.142 0.387
```



No. 5
C24H48GeN3S4SbSi4TeW | ωB97M-V/def2-TZVPD

The highest occupied orbital energy (alpha / beta) comes out at -0.05173 / -0.05180 Eh. The charge is -2. For the maximum force, the calculation gives 1.037 eV/Å. Its relative energy (zero: lowest compared OMol25 entry of this formula, charge and spin) is 48.8 kcal per mole.

```
87
Properties=species:S:1:pos:R:3:mulliken_charge:R:1
W 0.200 0.365 1.007 0.340
S 0.180 -0.394 3.418 -0.456
Sb -0.108 2.014 4.054 0.315
S 1.315 2.255 2.008 -0.488
S -1.983 0.316 1.176 -0.264
S 1.442 2.219 5.742 -0.775
C 1.828 0.892 -0.511 -1.334
H 2.725 1.188 0.038 0.388
H 1.556 1.734 -1.141 0.177
H 2.106 0.057 -1.158 0.385
C -2.150 2.476 -5.298 -0.983
Si -1.409 3.908 -4.312 0.605
C 0.469 3.717 -4.349 -1.046
C -1.819 5.413 -5.382 -1.005
Si -2.143 4.121 -2.086 0.111
Te -0.660 3.251 -0.229 0.250
Si -1.790 6.427 -1.698 0.259
C -0.052 6.903 -2.259 -1.013
C -1.935 6.870 0.124 -1.053
C -2.965 7.644 -2.554 -1.171
Si -4.477 3.956 -2.025 0.458
C -5.294 4.905 -3.442 -1.080
C -5.112 4.685 -0.407 -1.215
C -5.188 2.220 -2.173 -1.150
H -1.721 2.473 -6.306 0.420
H -3.235 2.586 -5.394 0.237
H -1.948 1.504 -4.849 0.118
H 0.786 3.091 -5.189 0.361
H 0.833 3.262 -3.423 0.068
H 0.955 4.692 -4.448 0.345
H -1.479 5.219 -6.405 0.373
H -1.313 6.313 -5.023 0.238
H -2.893 5.616 -5.414 0.227
H 0.672 6.186 -1.861 0.245
H 0.213 7.902 -1.898 0.408
H 0.036 6.905 -3.349 0.238
H -1.210 6.306 0.713 0.291
H -2.929 6.633 0.512 0.249
H -1.756 7.941 0.270 0.328
H -3.102 7.446 -3.620 0.334
H -2.556 8.655 -2.445 0.403
H -3.949 7.633 -2.075 0.294
H -4.960 5.943 -3.512 0.267
H -6.380 4.901 -3.298 0.386
H -5.085 4.415 -4.399 0.242
H -5.165 5.777 -0.462 0.279
H -4.442 4.423 0.415 0.327
H -6.111 4.308 -0.167 0.395
H -4.801 1.692 -3.048 0.248
H -6.279 2.283 -2.263 0.442
H -4.949 1.622 -1.292 0.281
C 0.389 0.024 -3.528 -0.868
Ge -0.840 -0.761 -2.213 0.936
C -2.469 0.305 -2.190 -0.110
C -1.333 -2.495 -3.043 -1.465
C 0.043 -1.191 -0.539 -1.377
H -0.036 -0.091 -4.529 0.442
H 1.360 -0.476 -3.500 0.494
H 0.549 1.086 -3.333 -0.222
H -3.305 -0.298 -2.557 0.392
H -2.336 1.163 -2.849 -0.567
H -2.697 0.673 -1.194 -0.081
H -1.698 -2.344 -4.062 0.351
H -2.119 -2.984 -2.462 0.376
H -0.465 -3.159 -3.078 0.376
H 1.013 -1.545 -0.896 0.259
H -0.517 -2.041 -0.127 0.639
N 5.837 -8.991 1.508 -0.554
C 5.421 -7.921 1.557 0.097
C 4.897 -6.570 1.617 0.475
C 5.213 -5.743 2.689 -0.866
C 4.716 -4.455 2.750 -0.458
C 3.903 -3.971 1.729 0.899
C 3.589 -4.797 0.651 -0.359
C 4.077 -6.088 0.602 -0.878
N 3.410 -2.665 1.785 0.231
C 3.962 -1.579 2.465 -0.479
C 3.130 -0.538 2.256 -0.743
N 2.078 -0.952 1.451 0.182
C 2.265 -2.206 1.191 -0.581
H 5.841 -6.120 3.485 0.417
H 4.933 -3.830 3.604 0.408
H 2.981 -4.418 -0.159 0.516
H 3.834 -6.727 -0.237 0.415
H 4.888 -1.651 3.004 0.402
H 3.160 0.472 2.628 0.431
H 1.585 -2.835 0.645 0.569
```



No. 6
C21H49N6O7Pt | ωB97M-V/def2-TZVPD

The highest occupied orbital energy (alpha / beta) comes out at -0.38177 / -0.38177 Eh. The charge is +1. For the maximum force, the calculation gives 3.733 eV/Å. Its relative energy (zero: lowest compared OMol25 entry of this formula, charge and spin) is 131.0 kcal per mole. Its spin multiplicity is 3. Its expectation value of S² is 2.030.

```
84
Properties=species:S:1:pos:R:3:lowdin_spin:R:1
Pt 3.575 -4.332 5.231 0.999
C 0.160 -0.048 1.269 0.024
C 0.351 -1.535 0.893 0.106
C 0.173 -1.636 -0.597 0.011
O 1.463 -2.152 1.364 0.795
H -0.155 0.087 2.304 0.000
H -0.652 0.391 0.690 0.001
H 1.093 0.507 1.165 0.001
H -0.443 -2.046 1.439 0.063
H 0.429 -2.601 -1.033 0.000
H 0.791 -0.869 -1.065 0.001
H -0.891 -1.504 -0.797 -0.001
C 2.441 5.043 -3.480 0.000
O 2.229 4.850 -4.707 0.000
N 2.594 6.262 -2.857 0.000
C 2.311 7.523 -3.563 0.000
C 2.846 6.373 -1.375 0.000
H 2.781 4.292 -2.750 0.000
H 1.448 8.067 -3.177 0.000
H 2.047 7.393 -4.612 0.000
H 3.043 8.314 -3.403 0.000
H 1.971 6.544 -0.747 0.000
H 3.183 5.431 -0.943 0.000
H 3.424 7.256 -1.101 0.000
C -9.031 -2.378 -4.454 0.000
O -10.033 -3.046 -4.719 0.000
N -8.238 -2.644 -3.445 0.000
C -8.321 -3.861 -2.674 0.000
C -7.097 -1.725 -3.245 0.000
H -8.654 -1.503 -5.004 0.000
H -7.628 -4.679 -2.873 0.000
H -9.311 -4.278 -2.856 0.000
H -8.244 -3.559 -1.630 0.000
H -6.313 -2.072 -3.917 0.000
H -7.253 -0.648 -3.315 0.000
H -6.565 -1.975 -2.328 0.000
C 6.820 -3.380 -3.122 0.000
O 6.725 -4.346 -3.828 0.000
N 7.656 -2.298 -3.303 0.000
C 7.579 -1.093 -2.530 0.000
C 8.740 -2.322 -4.250 0.000
H 6.091 -3.119 -2.339 0.000
H 7.319 -0.246 -3.166 0.000
H 8.495 -0.768 -2.036 0.000
H 6.855 -1.206 -1.723 0.000
H 8.523 -3.030 -5.051 0.000
H 8.884 -1.351 -4.723 0.000
H 9.596 -2.694 -3.687 0.000
C 3.653 2.207 7.018 0.000
O 3.965 1.063 6.724 0.000
N 4.364 3.272 6.569 0.000
C 5.439 3.124 5.656 0.000
C 3.738 4.648 6.621 0.000
H 2.752 2.414 7.617 0.000
H 6.224 3.826 5.937 0.000
H 5.246 3.202 4.586 0.000
H 5.917 2.161 5.834 0.000
H 4.471 5.337 7.043 0.000
H 3.359 4.904 5.632 0.000
H 2.885 4.645 7.299 0.000
C -3.735 6.157 3.174 0.000
O -2.773 6.900 3.148 0.000
N -4.393 5.689 2.122 0.000
C -5.532 4.747 2.365 0.000
C -4.151 6.011 0.765 0.000
H -4.006 5.616 4.094 0.000
H -6.469 5.078 1.917 0.000
H -5.854 4.753 3.407 0.000
H -5.246 3.772 1.972 0.000
H -3.354 6.699 0.485 0.000
H -3.975 5.051 0.281 0.000
H -5.059 6.445 0.345 0.000
C -2.258 -8.515 -1.244 0.000
O -2.122 -9.143 -2.303 0.000
N -2.559 -9.141 -0.091 0.000
C -2.726 -8.482 1.198 0.000
C -2.556 -10.582 0.083 0.000
H -2.271 -7.416 -1.176 0.000
H -2.987 -7.426 1.138 0.000
H -1.733 -8.536 1.646 0.000
H -3.496 -8.927 1.829 0.000
H -2.137 -10.804 1.064 0.000
H -3.480 -11.159 0.047 0.000
H -1.950 -10.974 -0.734 0.000
```



No. 7
C5H7NO | ωB97M-V/def2-TZVPD

The highest occupied orbital energy (alpha / beta) comes out at -0.30820 / -0.30824 Eh. For the maximum force, the calculation gives 6.246 eV/Å. Its relative energy (zero: lowest compared OMol25 entry of this formula, charge and spin) is 159.0 kcal per mole.

```
14
Properties=species:S:1:pos:R:3:mulliken_charge:R:1
C -1.514 1.119 0.687 -0.418
C -0.929 -1.274 0.491 -0.733
C -1.526 -0.717 -0.760 -0.023
C -0.628 0.098 0.164 0.275
C 1.573 0.763 -0.409 -0.871
N -2.740 1.004 0.217 -0.339
O -2.886 -0.123 -0.559 -0.210
H -1.343 1.910 1.305 0.528
H -1.383 -1.507 1.415 0.247
H -0.144 -2.007 0.294 0.217
H -1.363 -1.073 -1.783 0.337
H 1.740 -0.269 -0.454 0.333
H 1.909 1.526 0.178 0.350
H 0.995 1.194 -1.227 0.308
```



No. 8
C6H7N2OS | ωB97M-V/def2-TZVPD

The highest occupied orbital energy comes out at -0.42082 Eh. The charge is +1. For the maximum force, the calculation gives 4.835 eV/Å. The SMILES is O=[S@H]1=CNc2cc[nH+]cc21. Its relative energy (zero: lowest compared OMol25 entry of this formula, charge and spin) is 85.2 kcal per mole.

```
17
Properties=species:S:1:pos:R:3:mulliken_charge:R:1
C -1.604 0.865 -0.359 -0.505
C -2.283 -0.262 -0.117 -0.349
C -0.377 -1.658 0.189 -0.356
C -0.144 0.774 -0.148 0.162
C 0.362 -0.487 0.040 0.402
C 2.002 1.461 0.293 -0.510
N -1.751 -1.508 0.153 -0.024
N 0.733 1.782 -0.176 -0.067
O 3.151 -0.909 -0.604 -0.508
S 2.133 -0.327 0.267 0.490
H -2.091 1.805 -0.776 0.309
H -3.380 -0.323 -0.355 0.326
H 0.080 -2.608 0.323 0.482
H 2.960 1.987 0.089 0.377
H -2.334 -2.266 0.105 0.228
H 0.490 2.791 -0.448 0.316
H 2.052 -1.118 1.524 0.224
```